Density functional theory data (wB97M-V/def2-TZVPD) for 5 unconnected molecules or ions with the total composition C6H21NO5.

Summary:
HOMO level in Ha: -0.3566
Energy above the lowest of the compared OMol25 structures with the same formula, charge and spin in kcal/mol: 27.3
LUMO in eV: 0.591
Frontier orbital gap in eV: 10.295
Structure (SMILES): CCCNC(=O)CC.O.O.O.O

CARTESIAN COORDINATES (ANGSTROEM)
1 C 1.319 3.085 -0.432
2 C 0.887 2.746 0.983
3 C 0.956 1.233 1.228
4 N 0.286 0.421 0.227
5 C -0.854 -0.308 0.392
6 O -1.127 -1.161 -0.441
7 C -1.854 0.022 1.482
8 C -3.196 0.435 0.834
9 H 2.341 2.741 -0.624
10 H 0.697 2.526 -1.139
11 H 1.189 4.135 -0.698
12 H 1.560 3.212 1.705
13 H -0.129 3.050 1.277
14 H 1.987 0.828 1.259
15 H 0.556 1.053 2.230
16 H 0.860 0.164 -0.556
17 H -1.373 0.687 2.231
18 H -1.912 -0.798 2.211
19 H -3.053 0.985 -0.096
20 H -3.840 0.904 1.573
21 H -3.604 -0.489 0.423
22 O -0.335 -0.361 -2.939
23 H -1.231 -0.563 -2.635
24 H -0.240 0.532 -2.633
25 O 2.172 -2.164 1.211
26 H 2.473 -3.072 1.110
27 H 2.070 -1.873 0.297
28 O -0.040 -4.012 -0.957
29 H -0.931 -3.926 -1.298
30 H 0.031 -3.421 -0.210
31 O 1.772 -2.018 -1.822
32 H 1.217 -1.722 -2.562
33 H 1.345 -2.875 -1.631